Record 1
{"formula": "C42H84F4N12O8S4", "method": "wB97M-V/def2-TZVPD", "elements": ["C", "C", "C", "C", "N", "C", "C", "C", "C", "C", "H", "H", "H", "H", "H", "H", "H", "H", "H", "H", "H", "H", "H", "H", "H", "H", "H", "H", "H", "H", "C", "C", "C", "C", "N", "C", "C", "C", "C", "C", "H", "H", "H", "H", "H", "H", "H", "H", "H", "H", "H", "H", "H", "H", "H", "H", "H", "H", "H", "H", "C", "C", "N", "C", "C", "N", "C", "C", "H", "H", "H", "H", "H", "H", "H", "H", "H", "H", "H", "C", "C", "N", "C", "C", "N", "C", "C", "H", "H", "H", "H", "H", "H", "H", "H", "H", "H", "H", "C", "C", "N", "C", "C", "N", "C", "C", "H", "H", "H", "H", "H", "H", "H", "H", "H", "H", "H", "C", "C", "N", "C", "C", "N", "C", "C", "H", "H", "H", "H", "H", "H", "H", "H", "H", "H", "H", "N", "S", "O", "O", "F", "S", "O", "O", "F", "N", "S", "O", "O", "F", "S", "O", "O", "F"], "coordinates": [[-5.626, 2.084, 28.555], [-4.865, 2.635, 27.360], [-4.410, 1.555, 26.313], [-3.830, 2.318, 25.123], [-3.289, 1.392, 24.009], [-2.517, 0.155, 24.561], [-3.528, -0.964, 24.374], [-4.209, -0.652, 23.071], [-4.427, 0.878, 23.123], [-2.363, 2.289, 23.228], [-4.934, 1.765, 29.340], [-6.189, 1.171, 28.351], [-6.325, 2.764, 29.037], [-3.965, 3.213, 27.583], [-5.481, 3.362, 26.823], [-5.326, 1.081, 25.945], [-3.844, 0.779, 26.822], [-2.944, 2.831, 25.502], [-4.487, 3.070, 24.696], [-1.700, 0.205, 23.844], [-2.221, 0.115, 25.605], [-3.143, -1.971, 24.533], [-4.296, -0.915, 25.152], [-3.630, -1.014, 22.222], [-5.197, -1.111, 23.009], [-4.558, 1.426, 22.193], [-5.321, 1.129, 23.695], [-2.971, 3.097, 22.836], [-2.054, 1.722, 22.342], [-1.434, 2.437, 23.770], [0.635, -2.188, 16.160], [1.336, -1.231, 17.128], [2.686, -1.723, 17.681], [2.546, -3.197, 18.276], [3.867, -3.703, 18.868], [4.646, -2.863, 19.874], [5.996, -3.596, 19.956], [6.233, -4.117, 18.530], [4.931, -3.984, 17.778], [3.462, -4.986, 19.573], [1.118, -2.123, 15.181], [-0.360, -1.821, 15.902], [0.561, -3.222, 16.492], [0.664, -1.001, 17.957], [1.547, -0.280, 16.639], [2.973, -1.082, 18.514], [3.487, -1.844, 16.953], [2.149, -3.778, 17.452], [1.932, -3.102, 19.169], [4.094, -2.898, 20.812], [4.832, -1.854, 19.512], [5.915, -4.456, 20.625], [6.835, -3.043, 20.374], [6.617, -5.127, 18.667], [7.027, -3.493, 18.123], [4.682, -4.679, 16.982], [5.071, -3.012, 17.304], [2.573, -5.382, 19.092], [3.153, -4.681, 20.569], [4.287, -5.689, 19.517], [3.511, -5.511, 29.164], [2.068, -6.031, 29.080], [1.512, -5.950, 27.703], [2.107, -5.459, 26.552], [1.173, -5.329, 25.596], [0.017, -5.884, 26.091], [0.232, -6.221, 27.354], [-1.204, -5.920, 25.327], [3.753, -5.571, 30.226], [3.501, -4.439, 28.968], [4.164, -6.161, 28.591], [1.428, -5.553, 29.816], [2.071, -7.098, 29.303], [3.145, -5.193, 26.444], [1.197, -4.978, 24.581], [-0.548, -6.763, 27.867], [-1.760, -4.979, 25.334], [-1.956, -6.580, 25.762], [-1.065, -6.185, 24.284], [-2.205, -6.424, 15.395], [-1.955, -7.462, 16.469], [-1.474, -6.880, 17.763], [-0.172, -6.648, 18.121], [-0.200, -6.118, 19.395], [-1.512, -6.148, 19.811], [-2.257, -6.549, 18.795], [-1.951, -5.776, 21.175], [-1.410, -5.678, 15.345], [-3.154, -5.919, 15.562], [-2.241, -6.969, 14.453], [-1.118, -8.073, 16.139], [-2.899, -7.994, 16.552], [0.669, -6.690, 17.450], [0.596, -5.740, 20.010], [-3.326, -6.672, 18.829], [-1.079, -5.572, 21.787], [-2.533, -6.644, 21.480], [-2.527, -4.854, 21.114], [6.759, 2.545, 22.107], [7.861, 1.482, 22.339], [7.305, 0.337, 23.116], [7.654, 0.080, 24.419], [6.969, -1.083, 24.720], [6.151, -1.389, 23.691], [6.282, -0.440, 22.724], [5.195, -2.488, 23.620], [6.178, 2.163, 21.258], [7.119, 3.524, 21.802], [5.966, 2.659, 22.845], [8.572, 1.956, 23.013], [8.365, 1.135, 21.443], [8.410, 0.677, 24.898], [7.118, -1.691, 25.597], [5.743, -0.477, 21.794], [5.681, -3.383, 23.232], [4.281, -2.165, 23.130], [4.900, -2.803, 24.622], [-3.296, -3.542, 17.498], [-4.307, -2.409, 17.786], [-5.314, -2.268, 16.749], [-6.531, -2.910, 16.609], [-7.065, -2.666, 15.417], [-6.166, -1.822, 14.769], [-5.192, -1.523, 15.627], [-6.384, -1.050, 13.543], [-3.518, -4.416, 18.105], [-2.264, -3.235, 17.668], [-3.284, -3.845, 16.451], [-3.804, -1.440, 17.803], [-4.833, -2.551, 18.727], [-6.929, -3.404, 17.482], [-8.032, -2.905, 15.009], [-4.326, -0.918, 15.397], [-5.838, -0.112, 13.555], [-7.446, -0.903, 13.362], [-6.019, -1.604, 12.678], [0.705, -3.603, 21.158], [-0.370, -2.489, 20.964], [0.040, -1.196, 20.516], [-1.518, -2.476, 21.847], [-0.985, -3.052, 19.564], [1.497, -2.779, 22.439], [0.847, -2.648, 23.719], [2.372, -1.712, 22.016], [2.579, -3.905, 22.870], [-4.191, 0.839, 18.025], [-3.088, 0.383, 18.939], [-2.323, 1.378, 19.632], [-2.438, -0.883, 18.642], [-4.184, 0.028, 20.143], [-3.187, 1.129, 16.712], [-2.769, -0.067, 16.005], [-2.376, 2.296, 16.623], [-4.430, 1.550, 15.783]], "homo_ev": -16.39, "lumo_ev": -7.305, "largest_force_ev_per_a": 7.79, "total_charge": 4}

=====

Record 2
{"formula": "C42H84N4O26", "method": "wB97M-V/def2-TZVPD", "elements": ["C", "O", "C", "C", "N", "C", "C", "O", "C", "H", "H", "H", "H", "H", "H", "H", "H", "H", "H", "H", "H", "H", "H", "H", "C", "O", "C", "C", "N", "C", "C", "O", "C", "H", "H", "H", "H", "H", "H", "H", "H", "H", "H", "H", "H", "H", "H", "H", "C", "O", "C", "C", "N", "C", "C", "O", "C", "H", "H", "H", "H", "H", "H", "H", "H", "H", "H", "H", "H", "H", "H", "H", "C", "O", "C", "C", "N", "C", "C", "O", "C", "H", "H", "H", "H", "H", "H", "H", "H", "H", "H", "H", "H", "H", "H", "H", "O", "C", "O", "C", "C", "O", "H", "H", "H", "H", "O", "C", "O", "C", "C", "O", "H", "H", "H", "H", "O", "C", "O", "C", "C", "O", "H", "H", "H", "H", "O", "C", "O", "C", "C", "O", "H", "H", "H", "H", "O", "C", "O", "C", "C", "O", "H", "H", "H", "H", "O", "C", "O", "C", "C", "O", "H", "H", "H", "H"], "coordinates": [[-3.474, -2.086, 6.636], [-3.211, -0.822, 6.046], [-2.473, -0.865, 4.840], [-3.187, -0.138, 3.717], [-4.183, -1.048, 3.104], [-4.811, -0.350, 1.953], [-5.912, -1.288, 1.437], [-6.909, -1.511, 2.394], [-8.120, -1.899, 1.782], [-4.258, -2.628, 6.097], [-3.783, -1.823, 7.647], [-2.587, -2.726, 6.649], [-2.102, -1.836, 4.496], [-1.507, -0.367, 5.007], [-2.500, 0.333, 3.014], [-3.743, 0.716, 4.127], [-4.920, -1.194, 3.786], [-4.029, -0.215, 1.213], [-5.244, 0.610, 2.255], [-5.416, -2.184, 1.044], [-6.266, -0.837, 0.497], [-8.617, -1.156, 1.152], [-8.818, -2.135, 2.584], [-7.994, -2.797, 1.170], [-0.442, 7.057, -2.365], [-1.163, 6.590, -1.248], [-2.059, 5.527, -1.477], [-2.629, 5.081, -0.141], [-3.774, 4.187, -0.342], [-4.443, 3.815, 0.910], [-5.854, 3.322, 0.672], [-6.402, 2.990, 1.928], [-7.651, 2.330, 1.823], [0.134, 6.276, -2.866], [0.213, 7.809, -1.920], [-1.089, 7.607, -3.056], [-1.479, 4.688, -1.888], [-2.859, 5.798, -2.175], [-2.858, 5.965, 0.460], [-1.889, 4.499, 0.428], [-3.348, 3.377, -0.775], [-4.429, 4.669, 1.587], [-3.846, 3.014, 1.366], [-5.813, 2.464, -0.013], [-6.470, 4.102, 0.205], [-8.469, 3.045, 1.715], [-7.741, 1.716, 2.718], [-7.717, 1.632, 0.981], [8.392, 2.372, 1.127], [7.080, 2.343, 1.651], [6.677, 3.658, 2.035], [5.198, 3.660, 2.422], [4.357, 3.297, 1.278], [2.918, 3.337, 1.602], [2.134, 3.500, 0.300], [2.438, 2.449, -0.598], [1.802, 2.647, -1.855], [8.624, 3.211, 0.465], [8.519, 1.448, 0.563], [9.142, 2.412, 1.925], [6.831, 4.332, 1.192], [7.199, 3.990, 2.938], [4.954, 4.714, 2.561], [5.113, 3.066, 3.340], [4.528, 2.354, 0.941], [2.733, 4.294, 2.099], [2.613, 2.469, 2.190], [2.354, 4.493, -0.100], [1.063, 3.424, 0.527], [1.954, 1.702, -2.370], [2.221, 3.494, -2.401], [0.727, 2.785, -1.709], [-1.096, -5.877, -5.003], [0.179, -5.304, -5.161], [0.706, -5.406, -6.469], [2.053, -4.716, -6.435], [1.896, -3.316, -6.102], [3.119, -2.562, -5.866], [2.962, -1.456, -4.830], [2.185, -0.423, -5.438], [2.059, 0.696, -4.589], [-1.062, -6.936, -4.727], [-1.823, -5.648, -5.785], [-1.529, -5.389, -4.123], [0.055, -4.944, -7.219], [0.853, -6.449, -6.778], [2.509, -4.725, -7.430], [2.674, -5.222, -5.681], [1.184, -3.163, -5.401], [3.394, -2.072, -6.803], [3.908, -3.245, -5.526], [3.940, -1.105, -4.498], [2.338, -1.777, -3.989], [1.657, 0.328, -3.631], [1.231, 1.332, -4.906], [3.001, 1.222, -4.428], [-1.703, 1.380, 0.925], [-0.637, 0.881, 0.769], [-0.388, -0.403, 0.349], [0.983, -0.521, 0.003], [1.624, 0.609, 0.793], [0.530, 1.490, 0.989], [1.401, -1.458, 0.383], [1.150, -0.545, -1.074], [2.287, 1.135, 0.104], [2.071, 0.250, 1.715], [2.392, -4.207, 0.406], [2.347, -4.895, -0.572], [2.549, -6.227, -0.570], [2.756, -6.626, -1.924], [2.038, -5.557, -2.727], [2.030, -4.476, -1.797], [3.835, -6.603, -2.103], [2.406, -7.640, -2.105], [1.055, -5.875, -3.059], [2.656, -5.251, -3.566], [4.010, -0.190, -1.548], [4.507, -0.469, -0.504], [4.885, 0.441, 0.396], [5.410, -0.165, 1.583], [5.075, -1.653, 1.322], [4.895, -1.691, -0.083], [6.473, -0.068, 1.774], [4.835, 0.173, 2.442], [4.144, -1.981, 1.792], [5.882, -2.337, 1.574], [0.896, 0.078, 3.815], [1.615, 0.644, 4.572], [2.396, 1.681, 4.202], [3.360, 2.008, 5.196], [2.921, 1.139, 6.389], [1.862, 0.354, 5.857], [4.290, 1.627, 4.766], [3.404, 3.079, 5.367], [2.558, 1.732, 7.226], [3.707, 0.468, 6.729], [-1.427, -3.478, -2.391], [-1.477, -3.458, -1.200], [-0.601, -3.950, -0.339], [-0.975, -3.685, 1.003], [-2.337, -3.006, 0.865], [-2.427, -2.766, -0.523], [-1.057, -4.566, 1.632], [-0.314, -2.879, 1.320], [-2.318, -2.094, 1.468], [-3.200, -3.521, 1.296], [-0.873, 1.725, -2.365], [-1.921, 1.175, -2.293], [-2.137, -0.087, -2.690], [-3.510, -0.416, -2.532], [-4.018, 0.659, -1.585], [-3.051, 1.695, -1.729], [-4.015, -0.253, -3.489], [-3.724, -1.432, -2.217], [-3.995, 0.343, -0.548], [-4.957, 1.054, -1.967]], "homo_ev": -8.07, "lumo_ev": 0.197, "smiles": "COCCNCCOC.COCCNCCOC.COCCNCCOC.COCCNCCOC.O=C1OCCO1.O=C1OCCO1.O=C1OCCO1.O=C1OCCO1.O=C1OCCO1.O=C1OCCO1", "largest_force_ev_per_a": 3.33, "total_charge": 0}

=====

The records above give, respectively, frontier orbital gap values of 9.09 8.27 eV.